Formula: CH6N3O2P
Source: the Open Molecules 2025 dataset
Level of theory: ωB97M-V with the def2-TZVPD basis set

Values from the calculation:
**SMILES**: [H]/N=C/OP(N)(N)=O
**Orbital gap**: 11.048 eV
**LUMO energy**: 0.8 eV
**Charge**: 0

CARTESIAN COORDINATES (ANGSTROEM)
C (0.96, -0.69, 1.45)
N (-0.35, 2.10, -0.47)
N (-1.37, -0.44, -0.82)
N (0.42, -1.74, 0.94)
O (0.90, 0.51, 0.81)
O (1.04, 0.26, -1.70)
P (0.12, 0.49, -0.62)
H (1.66, -0.67, 2.27)
H (0.15, 2.49, -1.28)
H (-1.42, 2.17, -0.58)
H (-1.09, -1.12, -1.43)
H (-1.71, -0.76, 0.08)
H (0.71, -2.60, 1.34)

Mulliken atomic charges, in units of e: number 1, C, carries 0.1267; number 2, N, carries -0.6545; number 3, N, carries -0.6403; number 4, N, carries -0.5764; number 5, O, carries -0.2815; number 6, O, carries -0.6254; number 7, P, carries 0.8820; number 8, H, carries 0.3907; number 9, H, carries 0.2902; number 10, H, carries 0.2989; number 11, H, carries 0.2710; number 12, H, carries 0.3069; number 13, H, carries 0.2116

Formula: CH6N3PS
Source: the Open Molecules 2025 dataset
Level of theory: ωB97M-V with the def2-TZVPD basis set

Values from the calculation:
**Orbital gap (alpha / beta)**: 6.367 / 6.291 eV
**Spin multiplicity**: 3
**LUMO energy (alpha / beta)**: 0.9 / -2.3 eV
**Charge**: 0

CARTESIAN COORDINATES (ANGSTROEM)
C (-0.88, -0.81, -0.13)
N (0.11, -0.26, -1.02)
N (-0.44, -0.42, 1.18)
N (1.27, 1.67, 0.06)
P (1.40, 0.06, 0.05)
S (3.22, -0.60, 0.15)
H (-1.84, -0.40, -0.23)
H (-1.10, -1.83, -0.26)
H (0.38, -0.42, -2.02)
H (-0.61, -1.13, 1.76)
H (2.02, 2.34, 0.33)
H (0.55, 2.15, 0.62)

Mulliken atomic charges, in units of e: number 1, C, carries -0.3397; number 2, N, carries -0.3102; number 3, N, carries -0.3717; number 4, N, carries -0.5320; number 5, P, carries 0.2514; number 6, S, carries -0.4053; number 7, H, carries 0.2999; number 8, H, carries 0.3960; number 9, H, carries 0.2721; number 10, H, carries 0.2217; number 11, H, carries 0.2710; number 12, H, carries 0.2468

Formula: CH6N3S
Source: the Open Molecules 2025 dataset
Level of theory: ωB97M-V with the def2-TZVPD basis set

Values from the calculation:
**Orbital gap**: 8.643 eV
**LUMO energy**: -4.8 eV
**Charge**: +1

CARTESIAN COORDINATES (ANGSTROEM)
C (1.22, -0.52, -0.04)
N (1.02, 0.10, 1.12)
N (-1.19, 0.89, 0.36)
N (0.61, -1.23, -0.96)
S (2.52, 0.68, 0.16)
H (-0.13, 0.52, 1.15)
H (-1.66, 0.13, -0.13)
H (-1.22, 1.58, -0.41)
H (-1.87, 1.02, 1.10)
H (-0.43, -1.40, -0.74)
H (1.13, -1.77, -1.62)

Mulliken atomic charges, in units of e: number 1, C, carries 0.5064; number 2, N, carries -0.3940; number 3, N, carries -0.7291; number 4, N, carries -0.3055; number 5, S, carries 0.0392; number 6, H, carries 0.4658; number 7, H, carries 0.2788; number 8, H, carries 0.3067; number 9, H, carries 0.3325; number 10, H, carries 0.2327; number 11, H, carries 0.2666

Relative energy (zero: lowest compared OMol25 entry of this formula, charge and spin) (computed, kcal per mole): 4.6, 24.5, 57.9
Electronic energy (computed, Eh): -697.87030, -945.35935, -603.80644